This record from OMol25 describes an isolated molecule of C4H2 in a non-equilibrium geometry. The level of theory is wB97M-V/def2-TZVPD.

Computed properties:
**Spin multiplicity**: 3
**Electronic energy**: -153.28465 hartree
**Lowest unoccupied orbital energy (spin up / spin down)**: 0.24 / -2.90 eV
**Relative energy (zero: lowest compared OMol25 entry of this formula, charge and spin)**: 1.3681 eV
**Frontier orbital gap (spin up / spin down)**: 0.3454 / 0.2612 Eh
**Molecular weight**: 50.06 g/mol

Last columns: bonded neighbours and bond lengths (Å).
Cartesian coordinates (Å):
1 C -2.29189 0.15365 0.00314  C2 1.191
2 C -1.12125 -0.03535 -0.11087  C1 1.191, C3 1.463
3 C 0.26972 -0.46580 0.02740  C2 1.463, C4 1.265, H6 1.006
4 C 1.07566 0.50670 -0.04597  C3 1.265, H5 1.110
5 H 1.77810 1.29072 0.30630  C4 1.110
6 H 0.28966 -1.44993 -0.18000  C3 1.006

Results of the Löwdin charge analysis, in e, for atoms 1 through 5: atom 1 (C): 0.08, atom 2 (C): -0.20, atom 3 (C): -0.21, atom 4 (C): 0.17, atom 5 (H): 0.08

---

This record from OMol25 describes a cluster of 3 separate species, C6H15NO in total in a non-equilibrium geometry. The level of theory is wB97M-V/def2-TZVPD.

Computed properties:
**Spin multiplicity**: 1
**Electronic energy**: -367.29655 hartree
**Lowest unoccupied orbital energy**: -3.37 eV
**Relative energy (zero: lowest compared OMol25 entry of this formula, charge and spin)**: 9.1089 eV
**Frontier orbital gap**: 0.1332 Eh
**Molecular weight**: 117.19 g/mol

Last columns: bonded neighbours and bond lengths (Å).
Cartesian coordinates (Å):
1 O -2.01550 2.57604 -1.06260  H12 0.965
2 N -0.31948 -0.18869 -0.49177  C4 1.483, C5 1.428, C8 1.491
3 C 0.23788 0.19204 1.88180  C4 1.466, C7 1.411, H22 1.081
4 C 0.47912 0.58396 0.49009  N2 1.483, C3 1.466, H10 1.104, H21 1.094
5 C -0.33018 0.52224 -1.73019  N2 1.428, H11 1.103, H14 1.122, H20 1.095
6 C 1.55516 -1.97211 1.64830  C7 1.355, H15 1.079, H18 1.087
7 C 0.89557 -0.98417 2.30008  C3 1.411, C6 1.355, H23 1.098
8 C -1.72686 -0.41355 -0.05320  N2 1.491, H13 1.092, H17 1.092, H19 1.095
9 H 1.94026 -1.03430 -2.79357  H16 0.739
10 H 0.23596 1.64879 0.32908  C4 1.104
11 H 0.71159 0.81254 -1.94866  C5 1.103
12 H -2.45436 3.43003 -1.16259  O1 0.965
13 H -1.73100 -1.07896 0.81249  C8 1.092
14 H -0.87370 1.47617 -1.49788  C5 1.122
15 H 1.86488 -2.89658 2.11009  C6 1.079
16 H 2.45655 -0.78590 -2.32657  H9 0.739
17 H -2.19169 -1.01837 -0.83480  C8 1.092
18 H 1.81603 -1.82246 0.60358  C6 1.087
19 H -2.19527 0.56749 0.07886  C8 1.095
20 H -0.76997 0.09009 -2.63480  C5 1.095
21 H 1.52773 0.49356 0.19014  C4 1.094
22 H -0.00851 0.85834 2.69598  C3 1.081
23 H 0.89579 -1.05618 3.39613  C7 1.098

Results of the Löwdin charge analysis, in e, for atoms 1 through 5: atom 1 (O): -0.42, atom 2 (N): -0.18, atom 3 (C): 0.02, atom 4 (C): -0.21, atom 5 (C): -0.14